ORCA calculation (ωB97M-V/def2-TZVPD) on C30H26IrN3OP as an isolated structure in a non-equilibrium geometry.

Properties
* energy relative to the best compared isomer or geometry (same formula, charge and spin): 1.904 eV
* 2S+1: 2
* HOMO (alpha / beta): -7.352 / -7.222 eV
* ⟨S²⟩: 0.78
* frontier orbital gap (alpha / beta): 7.46 / 7.09 eV
* electronic energy: -50173.327 eV
* max |F|: 0.077 Eh/bohr
* charge: 0

XYZ file:
```
62
C30H26IrN3OP (ωB97M-V/def2-TZVPD)
Ir -0.02828 0.03625 0.12432
C 2.87878 -1.55060 0.32360
N 1.41290 -1.48531 0.17457
C 0.76711 -2.53879 0.55640
C -0.64676 -2.57359 0.47616
C -1.48683 -3.66310 0.68441
C -2.78287 -3.18071 0.46340
C -2.65920 -1.82930 0.14771
N -1.36781 -1.46735 0.15891
C 3.51374 -0.76478 1.45985
C 4.48906 -1.37814 2.24222
C 5.12038 -0.68514 3.26686
C 4.79134 0.63802 3.51434
C 3.83543 1.26678 2.72945
C 3.20619 0.57215 1.70786
H 3.33252 -1.20395 -0.61017
H 3.16047 -2.60002 0.42451
H 1.23998 -3.43888 0.95000
H -1.20008 -4.66897 0.94912
H -3.70297 -3.73708 0.52463
H -3.44978 -1.12979 -0.07927
H 4.76261 -2.41146 2.05862
H 5.87074 -1.17852 3.87118
H 5.28182 1.18122 4.31205
H 3.57736 2.30217 2.90852
H 2.47837 1.08381 1.10411
O -0.05504 0.09540 1.92231
N -0.07484 2.04074 0.02094
P -1.40984 2.79674 -0.48680
C -1.78987 2.45196 -2.21498
C -2.54997 3.36792 -2.94821
C -2.86706 3.13285 -4.27894
C -2.42829 1.97280 -4.89815
C -1.67514 1.05144 -4.18341
C -1.36192 1.29021 -2.85416
C -2.76042 2.28666 0.56286
C -2.60975 2.37021 1.94669
C -3.63422 1.97236 2.79015
C -4.82298 1.48443 2.26013
C -4.98278 1.39483 0.88500
C -3.95663 1.79639 0.03980
C -1.11082 4.55126 -0.33251
C 0.07716 5.08138 -0.83427
C 0.33398 6.44018 -0.74328
C -0.59715 7.28672 -0.15281
C -1.78591 6.77098 0.34278
C -2.04363 5.40938 0.24906
H -2.89908 4.27987 -2.47698
H -3.45410 3.85530 -4.83072
H -2.67029 1.78663 -5.93635
H -1.32855 0.14562 -4.66283
H -0.77313 0.55466 -2.31978
H -1.68156 2.73874 2.36614
H -3.50331 2.03695 3.86171
H -5.62162 1.16995 2.91945
H -5.90490 1.01013 0.46895
H -4.09596 1.71471 -1.03230
H 0.80592 4.42724 -1.29742
H 1.26070 6.83919 -1.13336
H -0.39557 8.34770 -0.08085
H -2.51337 7.42781 0.80119
H -2.97947 5.02175 0.63431
```

***

ORCA calculation (ωB97M-V/def2-TZVPD) on C30H26KN3OP2 as an isolated structure.

Properties
* energy relative to the best compared isomer or geometry (same formula, charge and spin): 0.411 eV
* HOMO: -8.431 eV
* frontier orbital gap: 8.35 eV
* electronic energy: -72951.228 eV
* max |F|: 0.010 Eh/bohr
* charge: 0

XYZ file:
```
63
C30H26KN3OP2 (ωB97M-V/def2-TZVPD)
K -1.91931 -0.55956 -2.15244
C -0.91126 -2.51491 0.46962
C -1.13733 -1.35891 1.45599
P -2.85800 -0.67020 1.39892
C -3.04085 -0.13259 3.13986
C -3.85977 -0.88459 3.97811
C -3.98754 -0.55308 5.32033
C -3.30286 0.53925 5.83114
C -2.49060 1.30008 4.99984
C -2.36032 0.96649 3.66075
C -2.67898 0.96666 0.56411
C -3.87240 1.67614 0.38927
C -3.88085 2.90661 -0.24587
C -2.69954 3.44464 -0.74375
C -1.50974 2.75469 -0.58407
C -1.49959 1.52813 0.07538
C 0.53779 -2.64123 -0.01478
P 1.05082 -1.12485 -0.95025
C 2.39606 -1.75225 -2.00744
C 2.18642 -1.77796 -3.38454
C 3.18355 -2.22979 -4.23884
C 4.39016 -2.66965 -3.71544
C 4.60424 -2.65345 -2.34186
C 3.61403 -2.19025 -1.49086
C 1.99706 -0.09158 0.22540
C 2.40310 1.14876 -0.27534
C 3.12141 2.03079 0.51373
C 3.43093 1.69447 1.82608
C 3.02007 0.47419 2.33754
C 2.30780 -0.41544 1.54112
H -1.55091 -2.39671 -0.41192
H -1.23662 -3.44667 0.93600
H -0.41212 -0.55667 1.31429
H -0.98749 -1.71186 2.47772
H -4.40291 -1.73021 3.57252
H -4.62759 -1.14220 5.96421
H -3.40563 0.80328 6.87564
H -1.96025 2.15637 5.39623
H -1.73242 1.57064 3.01596
H -4.80139 1.25261 0.75579
H -4.81372 3.44207 -0.36656
H -2.70794 4.39367 -1.26304
H -0.58860 3.16057 -0.98322
H -0.55036 1.01996 0.19211
H 0.61630 -3.45659 -0.73736
H 1.22054 -2.88460 0.80230
H 1.24026 -1.44917 -3.79844
H 3.01847 -2.21326 -5.30775
H 5.17278 -3.01824 -4.37714
H 5.54896 -2.99050 -1.93441
H 3.80073 -2.15315 -0.42304
H 2.15661 1.42257 -1.29670
H 3.43392 2.98322 0.10589
H 3.98705 2.38441 2.44712
H 3.25258 0.20656 3.36039
H 1.99620 -1.35985 1.96928
O -0.90638 -0.63584 -4.41219
N -0.76957 0.60014 -4.15028
C 0.17422 1.28678 -4.75405
C 0.37924 2.62301 -4.29263
N 0.56999 3.68187 -3.88277
C 1.00307 0.71768 -5.77908
N 1.64850 0.22952 -6.59657
```